(1)
Density functional theory data (ωB97M-V with the def2-TZVPD basis set) for a structure of composition C9H24N3O6Y2 at a distorted geometry.

- highest occupied orbital energy (Eh) = -0.6158
- calculated total energy (eV) = -28539.6433
- HOMO-LUMO gap (eV) = 4.8521
- charge = +3
- multiplicity = 1
- ΔE to the lowest compared entry with this formula, charge and spin (eV) = 0.2438

CARTESIAN COORDINATES (ANGSTROEM)
Y: 0.158 -3.704 2.837
Y: -1.258 -0.539 2.950
O: -1.901 -2.805 3.516
H: -2.713 -3.013 3.029
O: -0.255 -1.980 1.499
H: -0.123 -1.650 0.594
O: 0.385 -1.684 4.044
H: 1.087 -1.413 4.647
C: -1.341 1.165 -0.376
O: -1.299 0.586 0.744
N: -2.236 2.057 -0.749
C: -2.384 2.412 -2.167
C: -3.327 2.498 0.089
H: -0.648 0.919 -1.190
H: -3.254 1.852 -2.512
H: -1.502 2.220 -2.776
H: -2.584 3.475 -2.295
H: -3.294 2.120 1.115
H: -3.342 3.579 0.225
H: -4.302 2.164 -0.270
C: 2.836 -0.669 0.892
O: 2.743 -0.780 -0.308
N: 3.628 0.243 1.514
C: 3.339 0.564 2.912
C: 4.386 1.234 0.819
H: 2.303 -1.380 1.549
H: 2.677 1.438 2.950
H: 4.293 0.847 3.357
H: 2.897 -0.259 3.476
H: 3.970 2.239 0.707
H: 5.421 1.295 1.155
H: 4.447 0.874 -0.214
C: 0.268 -0.056 -3.146
O: -0.084 1.073 -3.409
N: -0.617 -0.999 -2.722
C: -0.178 -2.265 -2.192
C: -2.063 -0.856 -2.740
H: 1.300 -0.428 -3.211
H: 0.880 -2.436 -2.393
H: -0.764 -3.139 -2.470
H: -0.211 -2.219 -1.089
H: -2.356 0.076 -3.220
H: -2.520 -1.583 -3.420
H: -2.463 -1.074 -1.748


(2)
Density functional theory data (ωB97M-V with the def2-TZVPD basis set) for a cluster of 6 separate species, C9H24N6O9 in total at a distorted geometry.

- highest occupied orbital energy (Eh) = -0.3407
- calculated total energy (eV) = -37083.4151
- HOMO-LUMO gap (eV) = 9.2698
- structure (SMILES) = C[N+](=O)[O-].C[N+](=O)[O-].C[N+](=O)[O-].CC(N)=O.CC(N)=O.CC(N)=O
- multiplicity = 1

CARTESIAN COORDINATES (ANGSTROEM)
C: 1.948 2.863 -2.407
N: 2.884 1.742 -1.972
O: 3.893 2.060 -1.378
O: 2.648 0.594 -2.249
H: 1.967 2.734 -3.451
H: 2.252 3.899 -2.134
H: 1.021 2.517 -2.024
C: 4.747 -2.131 -1.981
N: 4.109 -2.641 -0.735
O: 4.825 -3.132 0.107
O: 2.910 -2.453 -0.642
H: 3.962 -2.152 -2.693
H: 5.610 -2.781 -2.129
H: 5.102 -1.118 -1.680
C: -0.175 -1.152 -0.728
N: -0.092 0.319 -0.834
O: -0.566 0.836 -1.848
O: 0.310 0.924 0.151
H: -0.220 -1.422 0.351
H: 0.824 -1.360 -1.069
H: -0.979 -1.548 -1.345
C: -2.643 3.028 0.615
C: -4.130 3.037 0.745
N: -4.687 3.828 1.637
O: -4.819 2.371 -0.022
H: -2.342 2.490 -0.240
H: -2.069 2.762 1.487
H: -2.298 4.069 0.517
H: -4.092 4.364 2.290
H: -5.663 4.001 1.544
C: -4.912 -1.771 0.186
C: -3.867 -1.457 -0.877
N: -3.533 -0.107 -1.053
O: -3.348 -2.370 -1.537
H: -5.854 -1.694 -0.367
H: -5.068 -1.012 0.967
H: -4.804 -2.798 0.540
H: -4.229 0.579 -0.779
H: -3.100 0.089 -1.946
C: 2.230 -0.786 2.962
C: 2.754 -2.104 3.524
N: 3.556 -2.850 2.685
O: 2.548 -2.388 4.682
H: 1.110 -0.856 2.901
H: 2.652 -0.550 1.970
H: 2.550 -0.006 3.682
H: 3.704 -3.822 2.845
H: 3.374 -2.644 1.735


(3)
Density functional theory data (ωB97M-V with the def2-TZVPD basis set) for a structure of composition C9H25AlO10S3 at a distorted geometry.

- highest occupied orbital energy (Eh) = -0.6138
- calculated total energy (eV) = -69291.6747
- HOMO-LUMO gap (eV) = 3.2740
- charge = +2
- multiplicity = 1
- ΔE to the lowest compared entry with this formula, charge and spin (eV) = 0.1590

CARTESIAN COORDINATES (ANGSTROEM)
Al: -3.580 -7.822 -19.791
O: -4.296 -8.775 -22.136
H: -4.064 -9.228 -22.978
O: -3.293 -4.479 -15.997
S: -3.055 -5.881 -16.097
O: -3.224 -6.544 -17.368
O: -1.588 -6.213 -15.596
C: -0.935 -5.183 -14.772
C: -1.381 -5.294 -13.319
C: -4.011 -6.726 -14.865
H: -0.977 -4.171 -15.157
H: 0.085 -5.564 -14.778
H: -2.392 -4.901 -13.192
H: -0.717 -4.679 -12.713
H: -1.352 -6.317 -12.947
H: -3.393 -7.508 -14.433
H: -4.893 -7.139 -15.354
H: -4.373 -6.046 -14.099
O: -5.525 -6.094 -18.617
S: -6.561 -5.312 -17.987
O: -7.894 -5.412 -18.476
O: -6.576 -5.772 -16.474
C: -7.746 -5.397 -15.677
C: -7.338 -5.124 -14.243
C: -6.151 -3.595 -17.886
H: -8.401 -6.268 -15.683
H: -8.280 -4.573 -16.142
H: -7.414 -5.944 -13.534
H: -8.094 -4.418 -13.882
H: -6.402 -4.572 -14.162
H: -5.118 -3.559 -17.538
H: -6.890 -3.072 -17.289
H: -6.163 -3.225 -18.912
O: 0.536 -5.488 -17.890
S: 0.344 -6.793 -18.403
O: -0.979 -7.150 -18.891
O: 1.447 -7.069 -19.493
C: 1.463 -8.325 -20.226
C: 2.683 -9.161 -19.913
C: 0.866 -7.951 -17.138
H: 1.442 -8.030 -21.273
H: 0.564 -8.914 -20.021
H: 2.506 -10.134 -20.370
H: 2.989 -9.235 -18.871
H: 3.568 -8.735 -20.390
H: 0.634 -7.648 -16.125
H: 1.948 -7.995 -17.248
H: 0.484 -8.943 -17.375


(4)
Density functional theory data (ωB97M-V with the def2-TZVPD basis set) for a cluster of 3 separate species, C9H25BrN2O3P2SSi in total at a distorted geometry.

- highest occupied orbital energy (Eh) = -0.2956
- calculated total energy (eV) = -126192.6648
- HOMO-LUMO gap (eV) = 7.6842
- structure (SMILES) = N=[PH2][Si@](Br)(CCCS)P(N)O.CC(C)=O.CC(C)=O
- multiplicity = 1

CARTESIAN COORDINATES (ANGSTROEM)
N: 4.108 -1.008 2.830
P: 2.968 -2.187 2.714
Si: 2.560 -2.559 0.581
Br: 4.183 -4.064 -0.145
C: 2.875 -0.913 -0.369
C: 1.535 -0.032 -0.702
C: 0.718 0.519 0.609
S: 1.531 2.034 1.429
P: 0.614 -3.500 0.187
N: 0.761 -5.149 0.941
O: -0.691 -2.753 1.075
H: 4.974 -1.389 3.306
H: 1.775 -1.710 3.424
H: 3.515 -3.381 3.316
H: 3.716 -0.325 0.219
H: 3.356 -1.204 -1.420
H: 0.782 -0.580 -1.438
H: 1.906 0.935 -1.293
H: -0.331 0.926 0.212
H: 0.461 -0.295 1.409
H: 2.326 1.637 2.517
H: 1.565 -5.641 0.448
H: 1.054 -5.007 1.951
H: -1.494 -3.372 0.952
C: -0.752 5.546 -1.372
C: -0.887 4.197 -0.716
C: -1.961 4.038 0.327
O: -0.149 3.262 -1.021
H: 0.062 5.513 -2.103
H: -1.679 5.800 -1.892
H: -0.517 6.303 -0.620
H: -2.942 4.225 -0.118
H: -1.780 4.727 1.155
H: -1.942 3.013 0.713
C: -3.898 -0.670 -2.814
C: -3.611 -0.454 -1.352
C: -2.329 -1.023 -0.805
O: -4.394 0.164 -0.632
H: -4.856 -0.205 -3.069
H: -3.114 -0.208 -3.419
H: -3.961 -1.740 -3.026
H: -1.475 -0.576 -1.321
H: -2.323 -2.109 -0.928
H: -2.256 -0.790 0.262


(5)
Density functional theory data (ωB97M-V with the def2-TZVPD basis set) for a structure of composition C9H25CaIP2 at a distorted geometry.

- highest occupied orbital energy (Eh) = -0.2416
- calculated total energy (eV) = -54853.4640
- HOMO-LUMO gap (eV) = 6.3439
- multiplicity = 1
- ΔE to the lowest compared entry with this formula, charge and spin (eV) = 2.2990

CARTESIAN COORDINATES (ANGSTROEM)
C: 0.803 -1.176 -5.862
C: 0.806 0.316 -6.192
H: 1.824 -1.561 -5.795
H: 0.295 -1.744 -6.649
H: 0.305 -1.384 -4.910
H: 1.171 0.909 -5.348
H: 1.449 0.524 -7.050
H: -0.199 0.663 -6.446
Ca: 0.523 -0.083 -0.356
C: -0.704 1.129 -2.007
H: 0.118 1.836 -2.297
H: -1.557 1.613 -1.485
H: -1.017 0.482 -2.852
I: -0.145 -2.448 -2.020
C: -1.008 -2.492 1.612
P: -1.718 -0.783 1.450
C: -2.711 -0.963 2.992
C: -1.277 1.293 1.682
C: -0.123 1.695 2.536
P: 1.563 1.231 1.929
C: 2.471 2.054 3.285
C: 1.628 -0.556 2.384
H: -1.912 -3.059 1.270
H: -0.767 -2.813 2.640
H: -0.226 -2.732 0.858
H: -2.132 -0.955 3.950
H: -3.526 -0.197 2.989
H: -3.157 -1.989 2.866
H: -1.190 1.626 0.616
H: -2.220 1.658 2.077
H: -0.086 2.802 2.549
H: -0.189 1.322 3.569
H: 1.942 1.807 4.217
H: 3.526 1.683 3.283
H: 2.438 3.128 3.092
H: 0.870 -0.798 3.126
H: 1.501 -1.279 1.538
H: 2.632 -0.758 2.758


(6)
Density functional theory data (ωB97M-V with the def2-TZVPD basis set) for a structure of composition C9H25CeN2OPS at a distorted geometry.

- highest occupied orbital energy (alpha / beta) (Eh) = -0.3873 / -0.3988
- calculated total energy (eV) = -47808.6079
- HOMO-LUMO gap (alpha / beta) (eV) = 7.5922 / 7.9253
- charge = +1
- expectation value of S² = 0.75
- multiplicity = 2

CARTESIAN COORDINATES (ANGSTROEM)
Ce: -1.962 -0.447 -0.537
H: -0.988 1.215 1.754
H: -1.725 1.491 1.805
P: -4.253 0.887 -0.043
C: -4.774 2.151 -1.226
H: -5.861 2.282 -1.271
H: -4.306 3.105 -0.950
H: -4.402 1.920 -2.234
C: -5.077 -0.684 -0.623
H: -4.827 -1.533 0.038
H: -6.172 -0.568 -0.642
H: -4.735 -0.973 -1.633
C: -4.968 1.229 1.579
H: -4.522 2.154 1.971
H: -6.061 1.327 1.577
H: -4.680 0.443 2.292
C: -1.347 2.288 -1.422
O: -0.763 3.103 -1.975
H: -2.251 -1.246 1.065
H: -2.167 -1.026 -2.253
C: 4.255 -3.331 -0.082
C: 3.773 -2.137 -0.862
N: 2.507 -1.751 -0.164
C: 2.122 -0.486 0.077
S: 0.481 -0.132 -0.047
N: 2.968 0.497 0.405
C: 4.246 0.336 1.158
C: 5.241 1.194 0.422
H: 4.297 -3.058 0.973
H: 5.223 -3.703 -0.411
H: 3.516 -4.131 -0.155
H: 4.489 -1.308 -0.901
H: 3.520 -2.412 -1.896
H: 1.712 -2.305 -0.496
H: 2.463 1.354 0.652
H: 4.081 0.707 2.178
H: 4.538 -0.717 1.228
H: 4.922 2.237 0.457
H: 6.251 1.119 0.820
H: 5.239 0.910 -0.631